(1)
{"formula": "C5H7NO4S2", "method": "the ωB97M-V functional and the def2-TZVPD basis", "e_above_lowest_kcal_mol": 60.2, "max_force_ev_per_a": 3.518, "energy_ev": -36643.8381, "e_homo_ev": -9.3, "symbols": ["O", "C", "S", "O", "H", "H", "H", "H", "C", "O", "C", "N", "H", "C", "S", "C", "H", "H", "O"], "positions_angstrom": [[-0.993781, 1.060611, -0.727226], [-2.225509, 1.498182, 1.438724], [-0.554109, 1.207337, 0.654739], [-1.142411, -2.686040, -0.548175], [-2.432868, 2.293366, 2.158797], [2.842128, -1.138669, -2.909789], [-2.618429, 0.561765, 1.965761], [1.905708, -0.706697, 1.357364], [0.971377, -1.425345, -1.827337], [-0.216062, 2.841563, 1.068615], [1.606667, -0.700861, 0.320606], [-0.536605, -1.838898, 0.044104], [0.490561, -1.943598, -2.640948], [0.683525, -1.316136, -0.455828], [2.912962, -0.169865, -0.730088], [2.196101, -0.958436, -2.077962], [-2.760976, 1.710225, 0.513795], [0.669070, 3.065773, 1.251115], [-0.797348, -1.354276, 1.143734]], "forces_ev_per_angstrom": [[0.6884, 0.0778, -0.3917], [-0.7487, -1.7435, 0.6582], [-1.4638, 2.4707, 2.0314], [-0.5778, -0.1833, -0.2635], [0.9964, 0.1648, -0.2108], [-0.2096, 0.3696, -0.7382], [0.6589, 0.9388, -1.2079], [-1.0428, 0.2342, 0.1575], [0.7592, -0.6994, -0.8519], [-2.0489, -0.7361, -0.9143], [2.1126, 0.2926, -1.0035], [0.8723, 0.5251, 1.5849], [-0.7584, -0.1393, 0.5138], [-0.3646, -0.3397, -0.7204], [-0.6048, -0.9388, 0.7118], [1.3191, 0.8868, 0.1631], [-0.3540, -0.2075, 0.1866], [2.0086, -0.0996, 0.0106], [-1.2424, -0.8732, 0.2845]]}


(2)
{"formula": "C5H7NOS", "method": "the ωB97M-V functional and the def2-TZVPD basis", "e_above_lowest_kcal_mol": 77.9, "max_force_ev_per_a": 3.732, "energy_ev": -19668.2256, "smiles": "C=CN1OCCC1=S", "e_homo_ev": -8.3, "symbols": ["H", "N", "C", "H", "O", "H", "S", "C", "C", "H", "C", "H", "H", "C", "H"], "positions_angstrom": [[-0.684931, 2.585503, -1.836013], [-0.544880, 0.299355, 0.287434], [0.381109, -0.271923, -0.461436], [1.502840, 0.767320, -2.017396], [-1.094295, 1.479312, -0.107334], [-0.106545, 0.100778, -2.441781], [1.397447, -1.544111, -0.244839], [-0.115550, 1.888081, -1.179571], [0.435207, 0.617401, -1.720107], [-1.597452, -1.276830, 3.104419], [-0.831451, -1.033106, 2.286660], [-1.999966, 0.641841, 1.787992], [0.762326, 2.436199, -0.800490], [-1.142497, 0.004891, 1.554240], [-0.027809, -1.711070, 2.088608]], "forces_ev_per_angstrom": [[0.3922, -0.7926, 0.3147], [-0.7437, -1.1029, 3.2447], [0.5898, 0.8809, -0.9677], [-1.0300, -0.3978, 0.0489], [1.7013, 1.7194, -2.8415], [-1.0224, -0.6009, -1.5956], [-0.3484, -0.2767, 0.3922], [-1.3584, 1.5402, -0.0628], [1.8931, 0.1644, 1.4186], [1.6353, 0.4258, -0.9776], [-1.7000, -1.0770, 2.0205], [0.4811, -0.1445, -0.3372], [-0.6904, 0.0470, 0.6752], [0.0021, -0.2072, -1.2160], [0.1984, -0.1780, -0.1163]]}


(3)
{"formula": "C5H7NOS", "method": "the ωB97M-V functional and the def2-TZVPD basis", "e_above_lowest_kcal_mol": 47.4, "max_force_ev_per_a": 1.458, "energy_ev": -19669.5486, "smiles": "OC(=S)/C=C/[C@H]1CN1", "e_homo_ev": -8.9, "symbols": ["H", "C", "H", "C", "C", "O", "C", "H", "H", "H", "H", "H", "C", "S", "N"], "positions_angstrom": [[0.828216, -2.226596, 0.214216], [-0.096969, -0.794487, -1.217171], [1.113502, 3.396971, 1.496244], [-0.350628, 0.711595, 0.750189], [0.208040, 0.444815, -0.436372], [0.950110, 2.654548, 0.935322], [0.002588, 1.920020, 1.520971], [-1.604037, -2.138739, -1.336787], [-0.165283, -0.683452, -2.333140], [-1.081769, 0.082414, 1.187055], [1.015693, 1.089036, -0.889849], [0.592230, -2.912369, -1.491863], [0.314317, -2.139784, -0.732031], [-0.661538, 2.323282, 2.957558], [-1.064472, -1.727254, -0.624343]], "forces_ev_per_angstrom": [[0.1254, 0.0619, 0.0339], [-0.4062, 0.3375, -0.7735], [0.2396, 1.0237, 0.7445], [0.8785, 1.0521, -0.4963], [0.8181, -0.0873, -0.5852], [-0.1206, -0.7778, -0.7547], [-0.1207, -0.5448, -0.0706], [-0.8468, -0.5682, -0.9302], [0.2657, 0.0263, 1.2066], [-0.5692, -0.5352, 0.2059], [-1.1080, -0.5616, 0.7066], [-0.2525, 0.7701, 0.7204], [0.6226, -0.9132, -0.7441], [0.0221, -0.0206, -0.1289], [0.4519, 0.7370, 0.8656]]}


(4)
{"formula": "C5H7NOS", "method": "the ωB97M-V functional and the def2-TZVPD basis", "e_above_lowest_kcal_mol": 26.7, "max_force_ev_per_a": 1.702, "energy_ev": -19670.4463, "smiles": "C=C(C)N(C=O)C=S", "e_homo_ev": -9.0, "symbols": ["C", "C", "C", "O", "C", "S", "H", "N", "H", "H", "H", "H", "H", "H", "C"], "positions_angstrom": [[0.458231, -0.514797, -1.613683], [1.668856, -0.581200, 0.608814], [-1.578375, -0.523991, 1.002412], [-1.584626, -1.729793, 0.980293], [0.605645, -0.292199, -0.145888], [0.292062, 2.828110, -0.025810], [1.647985, -0.362277, 1.657939], [-0.570182, 0.289908, 0.463232], [0.187663, 0.406619, -2.129850], [1.398468, -0.880695, -2.000000], [2.556603, -1.038985, 0.150637], [-2.386131, 0.067266, 1.493460], [-1.678267, 1.940497, 0.899089], [-0.328620, -1.270596, -1.826754], [-0.689311, 1.662134, 0.486108]], "forces_ev_per_angstrom": [[-0.3288, -0.5119, -0.0191], [-0.5441, -0.0208, -1.1335], [-0.2344, -0.2907, 0.2603], [0.2255, 0.8369, -0.1499], [0.4281, -0.4674, 0.3167], [0.4191, -0.1175, -0.1636], [0.1470, -0.0279, 0.3421], [0.5144, 0.3965, 0.1204], [0.0319, 0.0475, 0.0419], [0.1868, -0.0798, -0.2755], [-0.4582, 0.3104, 0.3384], [0.3333, -0.1142, -0.3151], [0.4816, -0.1111, -0.0568], [0.4042, 0.4207, 0.2017], [-1.6064, -0.2708, 0.4921]]}


(5)
{"formula": "C5H7NS", "method": "the ωB97M-V functional and the def2-TZVPD basis", "e_above_lowest_kcal_mol": 128.9, "max_force_ev_per_a": 2.879, "energy_ev": -17618.0547, "e_homo_ev": -8.1, "symbols": ["H", "C", "H", "H", "N", "C", "C", "H", "H", "H", "S", "C", "H", "C"], "positions_angstrom": [[2.817302, -2.093291, -1.080079], [1.028658, 0.532554, -1.841559], [4.203052, -0.932919, -1.773827], [-2.678132, 1.484077, 2.968304], [-2.795907, -0.018541, 1.575360], [-2.362673, -0.137303, 0.402629], [0.520237, 1.237165, -1.016825], [-2.958452, -0.253643, 3.599279], [-3.119220, -0.355373, -0.423891], [-0.039936, 2.001825, -0.455272], [2.004045, -0.464283, -2.771011], [3.119907, -1.041167, -1.403751], [2.929594, -0.373055, -0.554381], [-2.668476, 0.413953, 2.775025]], "forces_ev_per_angstrom": [[0.7267, 1.3657, -0.6476], [0.4456, -0.1532, 0.0925], [-1.7007, -0.4623, 0.6965], [0.0956, -0.1074, -0.1576], [2.2146, 0.5941, -1.7416], [-1.8616, -0.9961, 0.5575], [-1.4296, 1.6802, 0.5943], [0.5413, 0.2028, -0.3932], [0.6772, 0.6413, 1.0982], [0.7579, -1.1264, -0.4610], [0.4711, -0.4788, 0.1908], [0.4823, -0.6436, -0.1463], [0.2850, -0.1713, -0.3545], [-1.7052, -0.3450, 0.6720]]}


(6)
{"formula": "C5H7NS", "method": "the ωB97M-V functional and the def2-TZVPD basis", "e_above_lowest_kcal_mol": 40.7, "max_force_ev_per_a": 1.506, "energy_ev": -17621.8793, "e_homo_ev": -8.6, "symbols": ["N", "H", "C", "H", "H", "H", "C", "H", "C", "C", "S", "H", "C", "H"], "positions_angstrom": [[0.643452, 1.461018, -0.080047], [0.919851, 1.572620, 0.928023], [-0.744033, 0.858267, -0.079763], [-1.043694, 1.578120, -2.127717], [0.294343, -1.132285, -2.100992], [0.961017, 0.397840, -2.702706], [1.042790, 0.036879, -0.494732], [-1.523231, 1.383505, 0.522608], [-0.022982, -0.345222, 0.488965], [0.400945, -0.097204, -1.882115], [-0.177746, -1.261355, 1.843697], [-1.799062, -0.036323, -1.762022], [-0.937419, 0.619987, -1.579981], [2.094744, -0.245172, -0.410271]], "forces_ev_per_angstrom": [[0.4389, -0.3314, 0.9547], [-0.1785, -0.0172, -1.1908], [-0.9467, 0.8966, 0.7531], [-0.0125, -0.6039, 0.3932], [-0.2213, -0.8551, -0.3836], [-0.1324, -0.3078, 0.6950], [1.1526, 0.3016, -0.2162], [0.5822, -0.4683, -0.6278], [-0.6077, -0.7592, 0.4740], [0.3635, 1.2592, 0.1143], [0.2421, 0.7608, -1.1369], [0.1309, 0.3455, -0.0852], [-0.5581, -0.2100, 0.0275], [-0.2530, -0.0109, 0.2288]]}


(7)
{"formula": "C5H7NS", "method": "the ωB97M-V functional and the def2-TZVPD basis", "e_above_lowest_kcal_mol": 52.4, "max_force_ev_per_a": 2.613, "energy_ev": -17621.3729, "smiles": "C#CC(=S)N(C)C", "e_homo_ev": -8.4, "symbols": ["H", "C", "C", "C", "H", "H", "N", "C", "C", "H", "H", "S", "H", "H"], "positions_angstrom": [[2.324415, 0.571171, 1.014685], [-0.072881, -1.353609, 0.116558], [-2.893471, 0.648940, -0.279487], [-0.302804, 1.097280, -0.066677], [0.281807, -1.817595, 1.052502], [2.248865, 0.812777, -0.747713], [0.457483, -0.027732, 0.030282], [1.922547, 0.117225, 0.044072], [-1.703888, 0.899335, -0.192065], [2.369263, -0.886411, -0.081173], [-1.179405, -1.257749, 0.271212], [0.360920, 2.582144, -0.160914], [0.176121, -1.949899, -0.731603], [-3.988972, 0.564124, -0.269680]], "forces_ev_per_angstrom": [[-0.7749, -0.6140, -1.1242], [-1.6031, 0.2108, 1.8956], [0.5488, 0.6521, 0.3323], [1.0309, -1.1505, -0.3663], [0.1384, -0.0870, -0.4438], [-0.1821, -0.4545, 0.2067], [0.8223, 1.1522, -0.0488], [0.3933, 0.2374, 0.8259], [-2.5300, -0.6528, -0.0361], [-0.2567, 0.5428, -0.0141], [1.0223, -0.3779, -0.5325], [0.0218, 1.0192, 0.1006], [0.1079, -0.4829, -0.6430], [1.2611, 0.0052, -0.1523]]}


(8)
{"formula": "C5H7NS2", "method": "the ωB97M-V functional and the def2-TZVPD basis", "e_above_lowest_kcal_mol": 58.5, "max_force_ev_per_a": 4.230, "energy_ev": -28456.3311, "smiles": "C1=C\\CSCS\\N=C/1", "e_homo_ev": -8.5, "symbols": ["H", "S", "H", "N", "C", "C", "C", "C", "S", "H", "H", "H", "H", "H", "C"], "positions_angstrom": [[-1.528370, 2.246489, -0.695523], [-1.592528, 0.492776, 0.688175], [-2.009928, -1.606791, -0.731450], [1.274864, -1.205604, 0.732924], [-0.763684, 1.387760, -0.655856], [0.704215, 1.825238, -0.552880], [1.630526, 1.138240, 0.009277], [1.522985, 0.039727, 0.994430], [0.359114, -1.365129, -0.827355], [2.085633, 0.101164, 1.965044], [2.667203, 1.517622, -0.102617], [-1.105222, 0.811833, -1.495042], [-1.389079, -1.950409, 0.764815], [1.028005, 2.678463, -1.215914], [-1.250318, -1.291214, -0.027122]], "forces_ev_per_angstrom": [[1.6784, -0.4779, -0.1449], [0.7870, -1.9495, -0.5156], [-0.1162, 0.5027, -0.5373], [-1.1142, 1.3901, -0.7271], [-2.0859, 2.3788, 1.0864], [-2.8184, 1.1991, -2.9174], [2.5221, -0.1363, 2.1982], [1.5862, -2.4741, -0.2030], [0.1585, -0.7376, 1.3337], [-0.7008, 0.5733, -0.7358], [-0.5811, -0.3556, 0.2649], [0.8775, -0.1563, -0.9262], [0.3737, -1.1227, 1.6650], [-0.6489, -0.9161, 0.7603], [0.0820, 2.2819, -0.6013]]}